Record 1
DFT (ωB97M-V/def2-TZVPD) results for a 2-piece molecular cluster, C5H15N2 overall in a non-equilibrium geometry.

## Properties
Maximum force ... 1.74 eV/Å
Relative energy (zero: lowest compared OMol25 entry of this formula, charge and spin) ... 1.358 eV
HOMO ... -12.704 eV
Calculated total energy ... -308.74275 Ha
Gap between HOMO and LUMO ... 10.030 eV
Total charge ... +1
LUMO ... -2.67 eV

Geometry as XYZ:
```
22
Properties=species:S:1:pos:R:3:forces:R:3
C -1.64493 1.77764 0.27601 1.3518 -0.0728 -1.0911
C -2.54467 0.80286 0.42827 -1.1887 0.1439 1.2235
N -0.34877 1.82223 0.91047 -0.7982 -0.3774 1.0105
H -1.69261 2.44288 -0.60930 -0.3360 -0.0157 0.9568
H -3.59560 0.93840 0.06357 1.3918 -0.3719 -0.1824
H -2.43931 0.03324 1.22722 -0.0089 0.6396 -0.5289
H -0.38406 1.54670 1.92014 -0.0199 0.5605 -1.2730
H -0.15065 -0.08251 0.18867 0.3497 0.0767 -0.0609
H 0.15781 2.70354 0.80351 -0.4905 -0.3934 0.0746
C 1.20824 0.11275 -1.31663 1.4706 0.5995 0.2093
N 0.60166 -0.66949 -0.20754 0.3147 -0.0809 0.0395
C -0.01196 -1.93793 -0.69241 -0.5788 -0.5523 -0.3023
C 1.63792 -0.88023 0.86050 -0.0715 0.6847 0.5027
H 0.46920 0.41247 -2.01361 -0.9775 0.0824 -0.5933
H 1.93720 -0.53494 -1.85905 -0.3493 0.6337 0.6482
H 1.65443 1.07450 -0.91260 -0.2867 -1.4835 -0.3749
H -0.55909 -2.42901 0.12366 0.2335 0.2939 -0.1588
H -0.72357 -1.73807 -1.51632 0.4175 0.1607 0.5311
H 0.74275 -2.63440 -1.06754 0.1069 0.3151 0.1501
H 1.21374 -1.43528 1.69286 -0.1600 -0.0410 -0.0617
H 1.99229 0.10800 1.23620 -0.3940 -0.7315 -0.4543
H 2.47998 -1.43337 0.46392 0.0235 -0.0701 -0.2648
```
Forces are in eV/Å.

Atom charges from the natural (NBO) analysis, given in e for atoms 1 to 8: -0.01 -0.52 -0.90 0.21 0.25 0.20 0.39 0.49

***

Record 2
DFT (ωB97M-V/def2-TZVPD) results for an isolated ion of composition C5H15N2 and charge +1 in a non-equilibrium geometry.

## Properties
SMILES ... CCNCC[NH2+]C
Maximum force ... 1.82 eV/Å
Relative energy (zero: lowest compared OMol25 entry of this formula, charge and spin) ... 0.676 eV
HOMO ... -13.836 eV
Calculated total energy ... -308.76781 Ha
Gap between HOMO and LUMO ... 10.921 eV
Total charge ... +1
LUMO ... -2.92 eV

Geometry as XYZ:
```
22
Properties=species:S:1:pos:R:3:forces:R:3
C -0.94580 -0.82133 -0.64401 0.2023 0.5030 -0.7383
N 0.47997 -0.70268 -0.37217 0.2314 -0.7051 -0.3208
C 1.25574 0.00592 -1.43520 -1.3267 -0.7885 0.4400
C 2.70477 -0.08833 -1.12042 1.6380 0.4876 0.6318
C -1.60394 0.48604 -0.14851 -0.3720 -1.5565 0.2048
N -0.87420 0.85407 1.07396 -0.1481 0.5769 0.9053
C -1.36165 0.21609 2.32906 0.3992 0.3013 0.2668
H -1.20821 -0.89840 -1.70650 0.2838 -0.0564 -0.0304
H -1.35244 -1.72776 -0.20218 -0.0315 0.1705 0.4326
H 0.86283 -1.62756 -0.20341 0.1657 0.1640 -0.0928
H 0.99993 -0.46741 -2.38903 0.2025 0.2447 -0.1339
H 0.83605 1.01493 -1.43773 0.4512 0.1927 -0.2143
H 3.33710 0.64454 -1.62654 -0.3068 -0.0998 -0.3883
H 3.15187 -1.06585 -1.30156 -0.3031 -0.1107 -0.2783
H 2.93757 0.10968 -0.06701 -0.4569 0.0282 0.0400
H -2.63069 0.22337 0.09668 -0.1654 0.6328 -0.0439
H -1.52494 1.27189 -0.88248 -0.0752 0.2594 -0.0634
H -0.81530 1.85709 1.19401 -0.1464 0.2599 0.0749
H 0.08590 0.48909 0.90784 0.3667 -0.3210 -0.3997
H -1.22392 -0.85776 2.27022 -0.3825 -0.0993 -0.2629
H -2.37572 0.54433 2.50798 -0.2521 -0.2934 0.0227
H -0.73492 0.54006 3.15699 0.0259 0.2097 -0.0520
```
Forces are in eV/Å.

Atom charges from the natural (NBO) analysis, given in e for atoms 1 to 8: -0.25 -0.66 -0.22 -0.64 -0.25 -0.53 -0.42 0.21

***

Record 3
DFT (ωB97M-V/def2-TZVPD) results for an isolated ion of composition C5H15N2O and charge +1 in a non-equilibrium geometry.

## Properties
SMILES ... C[C@@H](CO)NCC[NH3+]
Maximum force ... 4.18 eV/Å
Relative energy (zero: lowest compared OMol25 entry of this formula, charge and spin) ... 3.046 eV
HOMO ... -13.396 eV
Calculated total energy ... -383.93909 Ha
Gap between HOMO and LUMO ... 9.866 eV
Total charge ... +1
LUMO ... -3.53 eV

Geometry as XYZ:
```
23
Properties=species:S:1:pos:R:3:forces:R:3
N -2.39979 0.12465 -0.23791 1.9359 0.0210 3.3553
C -1.61523 1.31716 -0.88256 -1.7080 1.4932 0.3835
C -0.19845 1.05769 -1.33309 -0.2225 -3.1405 2.7542
N 0.64107 0.85341 -0.07237 2.9788 0.1082 -1.4876
C 2.41350 -0.97523 -0.32684 -3.1733 -1.4361 -0.3850
C 0.97658 -0.58995 0.22554 0.2251 0.3725 -1.2940
C 0.73145 -0.84215 1.71490 0.3007 1.1630 0.8244
O -0.69534 -1.10885 2.02898 0.4414 1.4577 -0.8592
H -2.46962 -0.68773 -0.85014 -0.7803 0.2326 -0.2570
H -3.33779 0.42559 0.30224 2.6480 -0.9806 -1.9544
H -1.67757 -0.29221 0.53156 -1.8346 0.6955 -1.2477
H -1.52466 2.06700 -0.05978 -0.7169 -0.3544 -0.8193
H -2.30759 1.57152 -1.71403 0.7259 0.5232 0.5411
H -0.34498 0.16437 -1.95193 1.0756 -0.2161 -0.2175
H 0.29244 1.79135 -1.87189 0.0400 1.8202 -1.3167
H 1.70074 1.26029 -0.22105 -3.7820 -0.6427 0.2347
H 3.17279 -0.39620 0.02724 2.1230 1.4549 1.8933
H 2.49898 -0.75589 -1.39398 -0.5941 -0.4937 -0.1531
H 2.54430 -2.04726 -0.11206 0.3966 0.4493 -0.2840
H 0.29880 -1.19234 -0.41777 0.0807 -0.0295 0.7530
H 1.40070 -1.65696 2.06503 -0.9573 0.3047 0.0828
H 0.95968 0.12923 2.28965 0.1959 -1.5941 -0.8842
H -1.05999 -0.21751 2.26025 0.6011 -1.2083 0.3374
```
Forces are in eV/Å.

Atom charges from the natural (NBO) analysis, given in e for atoms 1 to 8: -0.76 -0.21 -0.25 -0.67 -0.62 -0.08 -0.09 -0.72

***

Record 4
DFT (ωB97M-V/def2-TZVPD) results for a 2-piece molecular cluster, C5H15N2O overall.

## Properties
Maximum force ... 0.52 eV/Å
Relative energy (zero: lowest compared OMol25 entry of this formula, charge and spin) ... 1.572 eV
HOMO ... -12.813 eV
Calculated total energy ... -383.99326 Ha
Gap between HOMO and LUMO ... 9.760 eV
Total charge ... +1
LUMO ... -3.05 eV

Geometry as XYZ:
```
23
Properties=species:S:1:pos:R:3:forces:R:3
C 0.16583 2.80786 -2.57991 -0.3962 0.2691 -0.1241
N -0.66337 1.78357 -1.93011 0.4238 0.0198 -0.0098
C -0.35647 1.62754 -0.53969 -0.2695 0.0050 -0.0979
O -1.41924 0.85996 0.06363 0.0967 0.0748 -0.2215
H -0.05946 3.78720 -2.15437 0.0007 -0.0772 0.0673
H -0.09241 2.86324 -3.63737 0.0270 -0.1023 0.0769
H 1.23640 2.63131 -2.48924 0.1738 -0.0804 0.0216
H -0.51332 0.89955 -2.40101 -0.0817 -0.0567 -0.0906
H 0.57478 1.08187 -0.32724 -0.0740 0.0838 0.0706
H -0.33531 2.61605 -0.08118 0.1856 0.0200 0.0368
H -2.20963 1.12019 -0.43992 0.0480 -0.1588 0.2028
C 0.31549 -2.94651 0.48758 -0.0438 0.1650 0.2762
C 0.53900 -1.81557 1.43146 -0.5044 -0.1100 0.0570
C 1.64056 -1.41034 2.01699 0.4286 0.1763 0.0561
N -0.71717 -1.08682 1.75888 0.0258 -0.0072 0.1585
H 1.26615 -3.39674 0.22835 0.0368 -0.0858 -0.0980
H -0.31233 -3.70090 0.97466 0.0534 -0.0127 -0.1619
H -0.18975 -2.59898 -0.41267 -0.0066 -0.0839 -0.1214
H 1.64404 -0.58977 2.72344 0.0341 0.0054 0.0089
H 2.59467 -1.86996 1.79278 -0.1097 -0.0436 0.0281
H -1.50527 -1.71811 1.91757 0.0938 -0.0855 -0.0574
H -0.99265 -0.41648 0.99047 -0.1959 0.0960 -0.0404
H -0.61056 -0.52813 2.60690 0.0536 -0.0112 -0.0379
```
Forces are in eV/Å.

Atom charges from the natural (NBO) analysis, given in e for atoms 1 to 8: -0.43 -0.63 0.09 -0.78 0.21 0.22 0.18 0.36

***

Record 5
DFT (ωB97M-V/def2-TZVPD) results for a 2-piece molecular cluster, C5H15N2O overall in a non-equilibrium geometry.

## Properties
Maximum force ... 3.78 eV/Å
Relative energy (zero: lowest compared OMol25 entry of this formula, charge and spin) ... 4.859 eV
HOMO ... -14.295 eV
Calculated total energy ... -383.87247 Ha
Gap between HOMO and LUMO ... 7.328 eV
Total charge ... +1
LUMO ... -6.97 eV

Geometry as XYZ:
```
23
Properties=species:S:1:pos:R:3:forces:R:3
C -0.02487 0.37389 2.30444 -1.1834 -0.7188 1.9595
C -1.24077 0.74055 1.45949 -1.0895 -0.5100 0.2644
C -0.86587 1.49306 0.19376 2.2087 -0.4080 -0.3290
C 0.12060 0.83949 -0.79256 -0.8833 2.0324 -3.0633
C -0.22699 -0.23540 -1.77592 -2.6103 -2.0429 1.0931
N 0.61267 -1.53951 -1.56446 -0.4421 3.6542 0.3941
N 1.28124 1.51565 -1.25046 -0.9724 -0.3929 2.8994
H -0.37307 -0.36026 3.12054 0.4684 1.4644 -0.8542
H 0.71286 -0.28159 1.82123 -0.0138 0.6648 -0.3685
H 0.36632 1.31324 2.76373 0.1852 -0.9811 -0.2760
H -2.00581 1.40064 1.91024 0.9191 0.1158 0.5579
H -1.93830 -0.09649 1.28432 0.8560 -0.2557 -0.5149
H -1.85439 1.55075 -0.34783 1.2025 0.4321 -0.2212
H -0.30694 2.44742 0.46336 -1.4385 -0.7732 -0.3224
H -1.24147 -0.61427 -1.55190 0.0860 0.8085 -0.6498
H 1.23055 -0.87074 -1.06193 2.0611 -2.7229 -0.6664
H -0.11175 0.22533 -2.76338 -0.0005 -0.1136 0.0092
H 0.93182 -1.83604 -2.49600 0.4958 0.3928 0.7039
H 1.13960 2.36563 -1.82516 -0.0493 -0.9592 -0.3820
H 1.68412 1.88203 -0.38128 0.2615 0.5291 -0.2299
H 0.18728 -2.20793 0.24815 0.1078 -0.2724 0.2207
H -0.03155 -3.46169 1.03685 0.0666 -0.0187 0.3161
O 0.21514 -2.53758 1.16546 -0.2358 0.0753 -0.5407
```
Forces are in eV/Å.

Atom charges from the natural (NBO) analysis, given in e for atoms 1 to 8: -0.65 -0.41 -0.52 0.70 -0.40 -0.77 -0.85 0.27